Entry 1:
The following is a DFT calculation (the ωB97M-V functional and the def2-TZVPD basis) of C20H18N6O2S in the gas phase at a distorted geometry.

Computed properties:
- Electronic energy: -44900.829 eV
- F_max: 3.56 eV Å⁻¹
- Energy above the lowest of the compared OMol25 structures with the same formula, charge and spin: 3.345 eV
- SMILES: CS(=O)(=O)Cc1ccc2ccn(-c3cc(NC4CC4)n4ncc(C#N)c4n3)c2c1

Each line ends with the Löwdin charge.
Cartesian coordinates (Å):
1 C 0.813 3.395 -0.447  -0.1895
2 N -2.184 2.935 2.837  0.0860
3 N 2.511 3.116 -2.368  0.1418
4 O 3.939 -2.082 -5.160  -0.3584
5 H -0.404 1.784 4.603  0.1106
6 C 3.810 -1.749 -2.584  -0.1297
7 H -2.225 -4.146 0.842  0.1199
8 H 0.693 -0.455 -2.093  0.1060
9 N -0.637 3.005 1.072  -0.0056
10 C -1.714 -3.254 0.445  0.0072
11 C 0.503 4.559 0.275  -0.0809
12 C -2.105 3.069 5.315  -0.1100
13 N -0.996 -1.117 0.205  0.0317
14 H -1.431 3.934 5.179  0.1163
15 H 4.886 -1.868 -2.527  0.0733
16 O 3.206 -4.088 -3.954  -0.3480
17 H 3.392 -2.159 -1.681  0.0596
18 C 0.618 -2.440 -2.977  -0.2682
19 C -0.944 -3.112 -0.795  -0.1876
20 C 0.204 -3.762 -2.867  -0.0282
21 C -1.499 2.261 1.853  -0.2142
22 H -1.920 3.918 2.860  0.1245
23 N -0.424 4.344 1.158  0.1071
24 H -2.804 3.153 6.115  0.0898
25 C 0.097 2.372 0.085  -0.1989
26 H 1.461 -0.931 -4.280  0.1126
27 C -0.623 -4.079 -1.759  0.0046
28 C -2.539 2.294 4.086  -0.2903
29 H -0.947 -5.133 -1.632  0.1220
30 N -0.014 1.035 -0.232  0.1906
31 H 0.961 5.499 0.090  0.1184
32 H 1.022 -2.524 -5.024  0.1043
33 H -1.650 0.841 5.611  0.1094
34 C -0.514 -1.812 -0.925  -0.1453
35 H 3.560 -0.707 -2.594  0.0611
36 H -2.219 0.326 2.254  0.0778
37 C 1.726 3.294 -1.525  -0.1763
38 C -0.843 0.270 0.503  -0.1550
39 S 3.159 -2.598 -4.029  0.6767
40 H -3.526 1.789 4.116  0.1481
41 C 1.450 -2.018 -4.187  -0.1815
42 C -1.584 0.898 1.639  0.0758
43 H 0.516 -4.535 -3.539  0.1082
44 C 0.280 -1.468 -2.024  0.0372
45 C -1.430 1.758 5.014  -0.1008
46 C -1.633 -2.041 1.037  -0.0637
47 H -1.998 -1.772 2.012  0.1117


Entry 2:
The following is a DFT calculation (the ωB97M-V functional and the def2-TZVPD basis) of a molecular structure, CH7NO4 at a distorted geometry.

Computed properties:
- Electronic energy: -10819.017 eV
- F_max: 7.40 eV Å⁻¹
- Energy above the lowest of the compared OMol25 structures with the same formula, charge and spin: 12.865 eV

Each line ends with the Löwdin charge.
Cartesian coordinates (Å):
1 H 0.445 -1.487 0.068  0.0225
2 H -0.696 1.128 -3.049  0.0158
3 O -0.325 0.846 -2.200  -0.1575
4 N 0.699 -0.497 0.115  0.2938
5 O 1.156 0.865 2.099  0.0358
6 O -0.277 2.021 0.157  -0.1264
7 H -0.268 1.659 -0.828  0.0115
8 H -0.681 -0.063 1.670  0.1564
9 H 0.396 0.046 -0.738  0.0683
10 O -0.433 -2.772 0.454  -0.0276
11 C 0.296 0.233 1.333  -0.2414
12 H 0.443 1.513 0.844  0.0272
13 H -0.756 -3.493 0.075  -0.0783


Entry 3:
The following is a DFT calculation (the ωB97M-V functional and the def2-TZVPD basis) of a molecular structure, C53H46Cl3IrN8OS3Si at a distorted geometry.

Computed properties:
- Electronic energy: -150458.668 eV
- F_max: 1.46 eV Å⁻¹
- Energy above the lowest of the compared OMol25 structures with the same formula, charge and spin: 5.512 eV

Each line ends with the Löwdin charge.
Cartesian coordinates (Å):
1 H 2.342 4.866 1.482  0.0906
2 H 1.173 2.038 -2.762  0.1112
3 H -3.921 -4.003 1.628  0.1165
4 Cl -6.094 -1.213 -6.531  0.6516
5 C -3.323 -0.609 -3.742  -0.5376
6 H -4.182 1.919 -0.458  0.0008
7 H -1.981 5.369 -2.962  0.0294
8 C 5.118 -0.228 4.566  -0.0614
9 H 4.216 -1.520 -5.352  0.1100
10 H -2.755 1.091 6.363  0.1071
11 N -1.352 -6.311 -1.900  0.0836
12 H -2.609 3.509 5.869  0.1066
13 H 0.415 -5.068 -0.515  0.0847
14 C 4.661 2.883 -1.307  -0.0658
15 C 0.849 -4.606 0.363  -0.0300
16 H -4.324 3.682 -0.436  0.0275
17 C -5.423 -0.408 -2.678  -0.5702
18 H -2.198 3.240 -4.525  0.0324
19 N -1.633 -1.968 -1.063  -0.0168
20 C 2.775 3.490 -2.681  -0.0488
21 Si -2.699 3.050 -2.147  0.4434
22 H -3.318 -1.060 -5.839  0.1117
23 C 4.363 -3.037 -3.839  -0.0689
24 H -3.871 2.712 -4.328  0.0433
25 H 4.487 4.737 -2.369  0.1069
26 Cl -6.388 -0.216 -1.252  0.7139
27 H -7.130 -0.718 -3.915  0.1056
28 C -4.017 -0.325 -2.554  -0.4752
29 C -2.852 2.570 -3.959  -0.1688
30 S 1.984 -0.161 -1.252  0.7798
31 H -1.763 4.270 3.665  0.1130
32 C 4.072 -3.383 -2.528  -0.0596
33 C -3.918 -0.872 -4.960  -0.1292
34 H -2.911 -5.195 3.543  0.1093
35 Ir -1.422 0.092 -1.286  1.1414
36 C 0.553 2.292 0.166  -0.1664
37 C -1.964 0.494 4.469  -0.0548
38 C -4.227 2.804 -1.081  -0.1735
39 H 6.391 -1.237 3.158  0.1120
40 H 4.889 -3.734 -4.478  0.1078
41 C 1.221 -5.393 1.444  -0.0413
42 C -5.297 -0.892 -5.019  -0.6749
43 H -1.081 2.618 1.965  0.0992
44 N 0.594 -0.299 -1.661  -0.4170
45 N 2.511 -0.518 0.253  -0.3504
46 H -2.058 -0.560 4.690  0.0993
47 C 4.056 1.676 -0.998  -0.0652
48 H 5.914 -0.064 5.281  0.1102
49 C 1.771 -4.816 2.583  -0.0618
50 C 3.011 -1.262 -2.214  -0.2838
51 H 0.790 6.092 -0.048  0.0992
52 C 4.018 3.788 -2.144  -0.0648
53 C 3.839 0.227 4.844  -0.0548
54 H -2.548 1.554 -4.192  -0.0437
55 C -6.051 -0.674 -3.876  -0.1304
56 H 2.051 -5.433 3.427  0.1113
57 H 5.626 3.126 -0.884  0.1057
58 H -5.140 2.741 -1.681  0.0302
59 H 0.718 -2.604 -0.421  0.0837
60 C -2.365 1.430 5.412  -0.0707
61 C -2.284 2.785 5.132  -0.0709
62 C -0.204 4.342 -0.723  -0.0551
63 C 1.496 2.958 0.928  -0.1113
64 C -1.473 0.940 3.252  -0.2780
65 C -1.811 3.215 3.898  -0.0507
66 C 3.984 -1.795 -4.332  -0.0612
67 C -2.614 -2.316 1.792  -0.0546
68 C -2.528 -4.227 3.246  -0.0584
69 C 3.103 -0.637 2.751  -0.3132
70 H -3.048 -1.766 0.965  0.0957
71 N 0.619 -0.162 2.154  -0.3463
72 C 3.306 -0.900 -3.521  -0.0502
73 H 4.370 -4.348 -2.140  0.1100
74 C -0.359 2.932 -0.692  -0.3804
75 H 2.385 -2.992 3.530  0.1163
76 C -3.098 -3.560 2.173  -0.0421
77 C -0.962 -2.432 3.563  -0.1094
78 N -1.661 0.293 0.693  -0.3662
79 C 2.813 1.397 -1.544  -0.3348
80 H 4.575 -1.591 1.508  0.1173
81 H -3.718 5.128 -2.803  0.0397
82 C 0.736 5.012 0.038  -0.0995
83 H 3.005 0.066 -3.906  0.1157
84 H 2.156 2.376 1.567  0.0994
85 Cl -1.570 -0.612 -3.662  0.8015
86 N -2.437 -4.090 -1.953  0.0902
87 C 4.380 -1.093 2.449  -0.0612
88 C -1.971 -2.999 -1.499  -0.3362
89 H 2.266 4.209 -3.310  0.1144
90 H 0.492 1.223 0.234  0.0051
91 H 3.635 0.748 5.770  0.1122
92 C -1.416 2.294 2.943  -0.0387
93 H -1.027 -4.187 4.785  0.1100
94 C 2.811 0.020 3.933  -0.0507
95 H 3.181 -2.754 -0.679  0.0855
96 S 1.812 -0.915 1.564  0.8812
97 H 1.807 0.377 4.119  0.1089
98 C 1.607 4.338 0.889  -0.1133
99 C -1.467 -3.661 3.946  -0.0689
100 C -1.542 -1.775 2.485  -0.3156
101 C 1.956 -3.446 2.647  -0.0735
102 C -2.753 4.940 -2.320  -0.2108
103 C 3.393 -2.494 -1.708  -0.0634
104 N -1.294 2.238 -1.438  -0.1896
105 H 1.078 -6.464 1.393  0.1156
106 C 2.163 2.280 -2.389  -0.0736
107 H 4.530 0.971 -0.328  0.1073
108 H -0.814 4.936 -1.379  0.0455
109 H -2.761 5.472 -1.367  0.0296
110 H -0.122 -1.991 4.086  0.1114
111 O -3.463 -0.044 -1.413  -0.3012
112 S -1.029 -0.159 1.921  0.8302
113 C 5.390 -0.887 3.372  -0.0560
114 C -1.837 -5.257 -1.907  -0.4145
115 C 1.591 -2.675 1.549  -0.3102
116 C 1.032 -3.232 0.408  -0.0760


Entry 4:
The following is a DFT calculation (the ωB97M-V functional and the def2-TZVPD basis) of C4H6F2 in the gas phase at a distorted geometry.

Computed properties:
- Electronic energy: -9679.445 eV
- F_max: 1.62 eV Å⁻¹
- Energy above the lowest of the compared OMol25 structures with the same formula, charge and spin: 0.317 eV
- SMILES: C/C=C/C(F)F

Each line ends with the Löwdin charge.
Cartesian coordinates (Å):
1 H 0.882 1.634 -1.581  0.0582
2 F 0.378 -1.654 1.706  0.0142
3 C -0.071 0.386 0.696  -0.0402
4 H 1.286 0.072 -2.379  0.0833
5 F -1.717 -1.113 1.319  0.0579
6 H -0.684 -0.255 2.716  0.1491
7 H -0.390 0.739 -2.343  0.0932
8 H 0.320 -1.158 -0.499  0.1083
9 H -0.258 1.394 0.960  0.0995
10 C 0.220 -0.085 -0.512  -0.1351
11 C 0.562 0.642 -1.771  -0.0803
12 C -0.529 -0.602 1.689  -0.4083